[1]
{"formula": "C36H34MoN3O2P", "method": "the ωB97M-V functional and the def2-TZVPD basis", "e_homo_ev": [-13.48, -13.48], "de_lowest_kcal_mol": 9.80, "charge": 2, "e_tot_ev": -57578.7516, "species": ["Mo", "O", "C", "O", "C", "P", "C", "C", "C", "C", "C", "C", "C", "C", "C", "C", "C", "C", "H", "H", "H", "H", "H", "H", "H", "H", "H", "H", "H", "H", "C", "C", "C", "C", "C", "C", "C", "N", "C", "N", "C", "C", "C", "C", "C", "C", "C", "N", "C", "C", "C", "C", "C", "C", "C", "H", "H", "H", "H", "H", "H", "H", "H", "H", "H", "H", "H", "H", "H", "H", "H", "H", "H", "H", "H", "H", "H"], "xyz": [[-0.308, 0.086, 0.308], [1.692, -3.337, 0.415], [0.804, -2.674, -0.020], [0.925, -1.341, -0.224], [-0.565, -3.222, -0.368], [-1.775, -1.876, -0.243], [-3.409, -2.586, -0.538], [-4.407, -2.570, 0.433], [-5.621, -3.186, 0.170], [-5.841, -3.804, -1.053], [-4.848, -3.810, -2.023], [-3.634, -3.193, -1.775], [-1.684, -1.268, 1.426], [-0.909, -1.837, 2.585], [-1.381, -1.445, 4.017], [-2.290, -0.262, 4.048], [-2.722, 0.381, 2.957], [-2.451, -0.129, 1.621], [-0.820, -4.081, 0.251], [-0.542, -3.574, -1.403], [-4.243, -2.106, 1.397], [-6.394, -3.188, 0.926], [-6.789, -4.285, -1.250], [-5.021, -4.291, -2.976], [-2.867, -3.194, -2.541], [-0.737, -2.907, 2.486], [-1.790, -2.250, 4.626], [-2.610, 0.085, 5.024], [-3.383, 1.233, 3.050], [-3.069, 0.242, 0.811], [-2.197, 6.383, 1.669], [-0.785, 6.432, 2.183], [-0.347, 7.467, 3.003], [0.955, 7.516, 3.475], [1.866, 6.531, 3.121], [1.463, 5.500, 2.289], [0.146, 5.451, 1.843], [-0.259, 4.373, 0.985], [-0.217, 3.082, 1.321], [0.133, 2.731, 2.574], [0.344, 1.440, 3.022], [0.275, 0.342, 2.219], [0.414, -1.042, 2.832], [0.116, -1.077, 4.342], [0.422, 0.177, 5.087], [0.588, 1.357, 4.480], [0.935, 2.605, 5.245], [-0.516, 2.108, 0.485], [-0.550, 2.171, -0.933], [-1.714, 1.686, -1.563], [-1.729, 1.541, -2.949], [-0.613, 1.881, -3.684], [0.541, 2.346, -3.051], [0.617, 2.487, -1.676], [1.893, 2.943, -1.023], [-2.808, 7.137, 2.158], [-2.657, 5.409, 1.846], [-2.237, 6.581, 0.594], [-1.046, 8.246, 3.279], [1.263, 8.332, 4.115], [2.888, 6.577, 3.470], [2.170, 4.745, 1.964], [-0.725, 4.596, 0.116], [0.272, 3.490, 3.230], [1.324, -1.540, 2.497], [0.613, -1.923, 4.816], [0.516, 0.119, 6.165], [1.117, 2.363, 6.289], [0.126, 3.343, 5.230], [1.839, 3.078, 4.855], [-2.608, 1.505, -0.982], [-2.626, 1.188, -3.440], [-0.626, 1.786, -4.762], [1.411, 2.585, -3.650], [2.747, 2.646, -1.628], [2.029, 2.516, -0.028], [1.918, 4.030, -0.927]], "forces_ev_per_angstrom": [[-0.155, 0.718, -0.561], [-0.051, 0.152, -0.028], [0.145, -0.519, -0.005], [-0.289, 0.774, 0.349], [-0.117, 0.005, -0.137], [0.027, -0.577, 0.380], [0.008, 0.372, -0.341], [0.025, -0.057, 0.030], [-0.001, 0.002, -0.007], [-0.001, 0.001, 0.010], [0.007, -0.005, -0.034], [-0.014, 0.030, 0.011], [0.031, -0.501, 0.327], [-0.027, 0.015, -0.027], [0.126, 0.034, 0.027], [-0.108, 0.092, -0.073], [0.010, 0.029, 0.291], [0.309, 0.198, -0.479], [0.066, 0.027, 0.051], [-0.010, 0.029, 0.001], [0.009, 0.006, 0.006], [-0.003, 0.001, 0.003], [-0.003, -0.004, 0.000], [0.000, -0.003, -0.001], [0.001, -0.002, -0.008], [0.028, 0.009, 0.025], [0.009, 0.001, 0.006], [-0.005, -0.013, 0.006], [0.021, 0.023, -0.007], [-0.198, -0.128, 0.091], [0.006, 0.002, -0.003], [-0.015, -0.045, 0.010], [0.001, -0.004, 0.005], [0.005, -0.007, 0.000], [-0.003, 0.017, 0.008], [-0.010, -0.025, -0.056], [0.042, 0.090, 0.081], [-0.047, -0.075, -0.088], [0.010, 0.032, 0.095], [-0.078, 0.055, -0.071], [0.052, -0.143, -0.057], [0.113, -0.310, 0.184], [-0.104, -0.084, 0.123], [-0.088, 0.050, -0.046], [-0.020, 0.106, -0.072], [0.015, -0.104, 0.107], [0.010, 0.007, -0.017], [0.250, -0.319, -0.209], [-0.091, -0.003, 0.109], [0.151, -0.031, 0.141], [-0.064, -0.046, -0.106], [-0.061, -0.014, 0.038], [0.006, -0.015, 0.104], [-0.002, -0.037, -0.176], [0.012, 0.009, -0.001], [-0.006, 0.002, -0.005], [-0.004, 0.000, 0.002], [-0.006, -0.002, -0.001], [-0.006, 0.002, 0.000], [0.002, 0.003, 0.001], [0.004, -0.003, -0.002], [0.004, -0.005, 0.008], [0.045, 0.003, -0.010], [0.002, -0.002, -0.016], [0.018, 0.068, -0.014], [-0.022, -0.029, -0.029], [0.009, 0.024, 0.006], [0.010, -0.004, 0.000], [-0.002, 0.006, 0.011], [-0.006, 0.015, -0.007], [0.007, 0.101, 0.028], [0.006, -0.006, -0.001], [-0.001, -0.001, -0.004], [0.011, 0.006, 0.009], [0.004, 0.019, -0.002], [0.004, -0.009, -0.003], [-0.005, -0.004, 0.021]], "lowdin_charge": [1.569, 0.160, -0.625, -0.242, -0.196, 1.047, -0.347, -0.073, -0.049, -0.042, -0.051, -0.089, -0.484, -0.164, -0.141, -0.006, -0.053, -0.153, 0.121, 0.116, 0.103, 0.119, 0.121, 0.120, 0.110, 0.157, 0.155, 0.134, 0.119, 0.095, -0.027, -0.204, -0.014, -0.044, -0.055, -0.034, -0.209, 0.174, -0.332, 0.198, -0.153, -0.144, -0.183, -0.158, 0.043, -0.187, -0.025, -0.048, -0.309, -0.052, -0.050, -0.025, 0.003, -0.202, -0.016, 0.089, 0.081, 0.092, 0.125, 0.120, 0.117, 0.120, 0.169, 0.125, 0.146, 0.163, 0.137, 0.096, 0.093, 0.097, 0.104, 0.122, 0.126, 0.134, 0.098, 0.077, 0.096]}

[2]
{"formula": "C36H34N2O6PRu", "method": "the ωB97M-V functional and the def2-TZVPD basis", "multiplicity": 2, "s_squared": 0.82, "e_homo_ev": [-7.19, -7.20], "charge": 0, "e_tot_ev": -65017.5939, "species": ["Ru", "C", "C", "C", "C", "C", "C", "C", "P", "C", "C", "C", "C", "C", "C", "C", "C", "C", "C", "C", "C", "C", "C", "H", "H", "H", "H", "H", "H", "H", "H", "H", "H", "H", "H", "H", "H", "H", "H", "H", "H", "H", "H", "O", "C", "C", "O", "C", "C", "O", "C", "O", "O", "C", "C", "N", "C", "C", "C", "O", "C", "C", "C", "C", "N", "C", "H", "H", "H", "H", "H", "H", "H", "H", "H", "H", "H", "H", "H", "H"], "xyz": [[0.278, -0.172, -0.117], [3.045, -1.794, 1.708], [2.272, -2.714, 2.597], [2.864, -3.325, 3.693], [2.160, -4.212, 4.489], [0.826, -4.475, 4.225], [0.209, -3.862, 3.149], [0.927, -2.996, 2.328], [0.196, -2.279, 0.821], [-1.600, -2.580, 1.001], [-2.120, -1.793, 2.036], [-3.481, -1.667, 2.223], [-4.342, -2.322, 1.358], [-3.836, -3.136, 0.361], [-2.467, -3.291, 0.167], [-1.976, -4.214, -0.905], [0.949, -3.344, -0.447], [1.246, -4.689, -0.269], [1.771, -5.423, -1.317], [1.961, -4.821, -2.552], [1.700, -3.474, -2.717], [1.232, -2.703, -1.657], [1.080, -1.223, -1.778], [3.963, -1.471, 2.191], [2.455, -0.900, 1.460], [3.303, -2.298, 0.773], [3.894, -3.102, 3.929], [2.655, -4.702, 5.314], [0.266, -5.145, 4.861], [-0.837, -4.055, 2.950], [-1.424, -1.277, 2.692], [-3.877, -1.044, 3.010], [-5.408, -2.193, 1.464], [-4.520, -3.646, -0.301], [-2.811, -4.725, -1.376], [-1.310, -4.964, -0.483], [-1.424, -3.669, -1.671], [1.067, -5.149, 0.694], [2.022, -6.464, -1.179], [2.333, -5.402, -3.385], [1.875, -3.002, -3.673], [0.555, -0.982, -2.718], [2.093, -0.776, -1.840], [-1.615, 3.504, 4.625], [-1.301, 2.755, 3.732], [-2.136, 2.083, 2.738], [-3.373, 2.142, 2.712], [-1.234, 1.378, 1.818], [0.146, 1.566, 2.218], [1.133, 1.058, 1.557], [0.214, 2.332, 3.415], [1.100, 2.642, 4.178], [-1.600, 0.697, 0.834], [1.835, 7.623, -3.559], [2.745, 6.400, -3.563], [1.986, 5.157, -3.537], [1.964, 4.361, -4.743], [1.206, 5.030, -5.889], [1.467, 4.781, -2.347], [1.649, 5.406, -1.320], [0.592, 3.559, -2.325], [-0.605, 3.522, -3.037], [-1.440, 2.426, -2.882], [-1.051, 1.404, -2.040], [0.095, 1.440, -1.352], [0.885, 2.505, -1.467], [2.441, 8.523, -3.563], [1.225, 7.623, -2.661], [1.186, 7.638, -4.431], [3.375, 6.429, -2.670], [3.380, 6.391, -4.450], [1.508, 3.396, -4.521], [3.001, 4.180, -5.056], [0.190, 5.275, -5.591], [1.163, 4.352, -6.738], [1.702, 5.945, -6.200], [-0.886, 4.342, -3.679], [-2.378, 2.364, -3.409], [-1.678, 0.525, -1.889], [1.782, 2.518, -0.856]], "forces_ev_per_angstrom": [[-0.278, 1.075, 1.819], [0.028, 0.230, -0.095], [-0.222, -0.005, 0.054], [0.049, -0.022, -0.028], [-0.019, -0.013, -0.011], [0.029, -0.058, 0.067], [-0.041, 0.084, -0.099], [-0.050, 0.320, 0.068], [-0.155, -0.770, 0.241], [0.095, 0.240, 0.158], [0.091, -0.175, -0.011], [-0.070, -0.007, 0.100], [0.054, 0.017, 0.068], [-0.010, 0.086, -0.002], [0.105, 0.053, 0.027], [-0.051, -0.040, -0.108], [-0.006, 0.309, -0.229], [0.094, 0.001, 0.000], [-0.057, -0.102, 0.134], [0.024, -0.020, -0.077], [-0.032, 0.107, 0.010], [0.002, -0.554, 0.312], [-0.252, 0.159, 0.617], [0.084, 0.042, -0.010], [0.250, -0.134, 0.159], [0.063, -0.005, -0.046], [0.130, 0.015, -0.019], [0.015, 0.022, 0.117], [-0.039, -0.052, 0.002], [-0.034, -0.007, -0.029], [-0.132, 0.101, 0.007], [0.054, 0.097, 0.056], [-0.117, -0.031, 0.009], [-0.057, -0.146, -0.078], [-0.041, -0.008, -0.048], [-0.005, -0.047, -0.116], [0.055, -0.102, -0.094], [0.002, -0.085, 0.052], [-0.030, -0.095, 0.018], [0.041, -0.021, -0.023], [0.074, 0.055, -0.144], [0.122, 0.276, 0.288], [-0.281, 0.148, 0.022], [-0.010, -0.645, -0.685], [2.295, 0.728, 0.972], [-2.875, -0.134, -0.707], [1.693, -0.377, -0.240], [2.432, 1.724, 2.477], [-2.730, -0.692, -0.997], [0.121, -1.670, -2.186], [-1.476, 1.292, 2.162], [0.472, -0.253, -0.557], [0.989, -2.174, -2.795], [0.162, -0.145, 0.005], [-0.038, 0.299, 0.240], [0.047, -0.002, -0.044], [-0.103, -0.164, -0.363], [0.158, -0.180, 0.194], [0.055, -0.131, -0.002], [0.015, 0.030, 0.227], [-0.456, -0.105, 0.014], [0.280, -0.317, 0.387], [0.087, 0.018, -0.072], [-0.242, 0.053, -0.214], [-0.383, 1.043, -0.447], [0.302, 0.243, -0.085], [0.044, 0.195, 0.000], [-0.059, 0.026, 0.070], [-0.077, 0.008, -0.108], [0.035, -0.028, -0.157], [0.012, -0.059, 0.048], [0.179, 0.073, -0.042], [-0.120, -0.073, 0.055], [-0.126, 0.039, 0.019], [0.007, -0.002, -0.130], [0.017, 0.115, -0.081], [-0.016, 0.116, -0.093], [-0.121, -0.031, -0.011], [0.054, 0.240, -0.013], [-0.105, 0.001, 0.017]], "lowdin_spin": [0.855, 0.003, 0.000, 0.000, 0.000, 0.000, -0.001, -0.003, -0.006, 0.002, 0.002, 0.000, 0.002, 0.000, 0.002, 0.000, 0.004, 0.000, 0.002, 0.000, 0.004, 0.011, 0.079, 0.000, 0.003, 0.000, 0.000, 0.000, 0.000, 0.000, 0.000, 0.000, 0.000, 0.000, 0.000, 0.000, 0.000, 0.000, 0.000, 0.000, 0.000, 0.009, 0.014, -0.001, -0.001, 0.001, 0.004, 0.003, -0.002, -0.020, -0.002, 0.000, -0.001, 0.000, 0.000, 0.000, 0.000, 0.000, 0.000, 0.000, 0.000, 0.003, 0.001, 0.013, 0.008, 0.006, 0.000, 0.000, 0.000, 0.000, 0.000, 0.000, 0.000, 0.000, 0.000, 0.000, 0.000, 0.000, 0.006, 0.001]}

[3]
{"formula": "C36H34N4O6RbSSb", "method": "the ωB97M-V functional and the def2-TZVPD basis", "e_homo_ev": -2.91, "de_lowest_kcal_mol": 8.27, "charge": -2, "e_tot_ev": -74160.3654, "species": ["Rb", "C", "C", "N", "N", "C", "O", "C", "C", "C", "C", "C", "C", "C", "C", "C", "C", "C", "N", "H", "H", "H", "H", "H", "H", "H", "H", "H", "H", "H", "H", "O", "C", "O", "C", "C", "C", "N", "C", "C", "C", "O", "O", "H", "H", "H", "O", "S", "C", "C", "C", "C", "C", "C", "C", "C", "C", "C", "C", "C", "H", "H", "H", "H", "H", "H", "H", "H", "H", "H", "C", "Sb", "C", "C", "H", "H", "H", "H", "H", "H", "H", "H", "H"], "xyz": [[-0.050, 0.962, 0.789], [1.843, -3.866, 1.862], [1.613, -2.504, 1.263], [1.275, -1.478, 1.953], [1.171, -1.688, 3.302], [0.779, -0.593, 3.957], [0.453, 0.528, 3.522], [0.729, -0.801, 5.462], [0.335, 0.263, 6.265], [0.271, 0.126, 7.646], [0.600, -1.083, 8.241], [0.995, -2.153, 7.445], [1.059, -2.012, 6.067], [1.873, -2.302, -0.187], [2.864, -3.044, -0.830], [3.163, -2.775, -2.157], [2.467, -1.785, -2.825], [1.475, -1.123, -2.113], [1.172, -1.367, -0.841], [1.095, -4.046, 2.633], [2.818, -3.925, 2.357], [1.790, -4.643, 1.099], [0.083, 1.195, 5.775], [-0.037, 0.966, 8.258], [0.550, -1.193, 9.319], [1.254, -3.101, 7.903], [1.366, -2.831, 5.430], [3.415, -3.796, -0.280], [3.954, -3.320, -2.659], [2.706, -1.486, -3.841], [0.899, -0.338, -2.593], [2.164, 1.721, -6.351], [2.714, 1.075, -5.443], [3.414, 0.035, -5.511], [2.454, 1.556, -4.003], [3.394, 1.345, -3.000], [3.071, 1.672, -1.695], [1.886, 2.153, -1.322], [0.988, 2.390, -2.283], [1.244, 2.125, -3.628], [-0.396, 2.932, -1.864], [-1.301, 2.821, -2.714], [-0.496, 3.416, -0.708], [4.340, 0.879, -3.244], [3.784, 1.498, -0.893], [0.485, 2.333, -4.367], [-2.604, -0.361, -0.181], [-2.042, -0.449, -1.565], [-3.397, -0.286, -2.723], [-3.291, 0.710, -3.680], [-4.339, 0.872, -4.583], [-5.460, 0.063, -4.506], [-5.556, -0.921, -3.523], [-4.519, -1.099, -2.627], [-1.702, -2.189, -1.830], [-1.300, -2.638, -3.079], [-0.884, -3.952, -3.220], [-0.873, -4.801, -2.119], [-1.282, -4.338, -0.877], [-1.694, -3.021, -0.725], [-2.424, 1.367, -3.682], [-4.273, 1.645, -5.338], [-6.272, 0.197, -5.211], [-6.439, -1.546, -3.464], [-4.569, -1.857, -1.854], [-1.284, -1.961, -3.926], [-0.547, -4.305, -4.186], [-0.528, -5.822, -2.230], [-1.254, -4.993, -0.014], [-1.975, -2.617, 0.239], [0.033, 6.185, 0.774], [0.620, 4.443, 1.885], [-1.406, 3.800, 2.257], [0.722, 5.521, 3.780], [-0.762, 6.714, 1.303], [-0.328, 5.829, -0.189], [0.879, 6.857, 0.628], [-1.928, 4.599, 2.786], [-1.418, 2.893, 2.864], [-1.862, 3.618, 1.285], [-0.157, 6.154, 3.915], [1.617, 6.145, 3.818], [0.772, 4.802, 4.600]], "forces_ev_per_angstrom": [[0.139, 0.015, 0.050], [0.005, -0.001, 0.014], [0.027, -0.001, -0.063], [-0.043, -0.021, 0.021], [0.002, -0.005, -0.020], [-0.026, -0.101, 0.071], [-0.014, 0.034, -0.033], [-0.015, 0.024, -0.009], [-0.005, 0.003, 0.003], [-0.001, 0.008, -0.003], [0.002, -0.006, -0.002], [0.000, 0.003, 0.003], [0.000, 0.006, -0.006], [-0.036, -0.016, 0.005], [-0.032, 0.001, 0.026], [0.046, -0.031, -0.031], [0.000, 0.009, 0.016], [-0.011, -0.029, 0.020], [0.044, 0.074, 0.009], [0.001, 0.000, -0.006], [-0.001, 0.006, 0.002], [-0.002, -0.011, 0.008], [0.000, -0.003, 0.000], [0.000, -0.001, 0.000], [0.001, -0.002, 0.000], [0.000, 0.000, 0.000], [0.001, -0.002, 0.000], [0.006, 0.001, -0.010], [-0.004, -0.005, 0.005], [-0.020, 0.013, 0.002], [0.003, -0.004, -0.012], [0.065, 0.058, -0.033], [-0.175, -0.191, 0.045], [0.075, 0.063, -0.036], [0.053, 0.065, 0.038], [-0.031, 0.015, -0.001], [0.016, -0.067, 0.007], [-0.067, 0.148, 0.013], [-0.078, -0.011, -0.040], [0.026, -0.013, -0.003], [0.093, 0.042, 0.012], [-0.057, 0.016, -0.014], [-0.020, -0.113, -0.032], [0.001, 0.009, -0.010], [-0.007, -0.008, 0.005], [0.004, -0.014, -0.006], [0.039, 0.014, -0.067], [-0.038, 0.012, 0.133], [0.029, 0.018, -0.031], [-0.002, 0.001, -0.002], [0.018, 0.006, -0.006], [0.000, -0.011, 0.007], [0.010, 0.010, -0.010], [-0.018, -0.007, 0.005], [-0.021, -0.028, -0.043], [0.017, -0.020, 0.006], [0.002, 0.008, -0.015], [-0.016, -0.003, 0.009], [0.012, -0.010, -0.018], [-0.001, 0.004, 0.013], [-0.020, 0.004, 0.007], [-0.006, -0.002, 0.001], [-0.001, 0.002, 0.003], [0.000, -0.002, 0.000], [0.002, 0.000, 0.000], [0.002, -0.002, -0.001], [0.000, -0.005, 0.002], [0.001, -0.002, 0.002], [0.001, -0.003, -0.001], [0.001, 0.005, -0.006], [-0.010, -0.002, 0.017], [-0.063, 0.025, -0.001], [0.173, 0.028, -0.008], [0.017, 0.003, 0.001], [0.001, -0.004, 0.001], [-0.004, 0.011, -0.004], [0.011, -0.009, 0.006], [-0.055, -0.022, -0.013], [0.000, 0.028, 0.012], [-0.038, -0.004, 0.014], [-0.005, -0.006, -0.015], [-0.001, 0.001, -0.003], [-0.003, 0.004, 0.002]], "lowdin_charge": [0.776, -0.063, -0.307, 0.009, 0.019, -0.515, -0.150, -0.135, -0.032, -0.103, -0.127, -0.110, -0.044, -0.238, -0.032, -0.065, -0.041, -0.148, 0.092, 0.060, 0.076, 0.060, 0.108, 0.090, 0.085, 0.088, 0.095, 0.099, 0.101, 0.093, 0.101, -0.051, -0.697, -0.082, -0.128, -0.039, -0.153, 0.069, -0.211, 0.034, -0.669, -0.049, -0.204, 0.110, 0.103, 0.119, -0.553, 0.966, -0.358, -0.052, -0.068, -0.098, -0.092, -0.070, -0.387, -0.078, -0.078, -0.091, -0.078, -0.072, 0.087, 0.105, 0.093, 0.095, 0.116, 0.123, 0.103, 0.095, 0.102, 0.111, -0.345, 1.274, -0.345, -0.382, -0.004, -0.014, -0.013, -0.004, -0.014, -0.010, -0.015, -0.023, -0.019]}